# 1
{
  "formula": "C5H11N2",
  "method": "the ωB97M-V functional and the def2-TZVPD basis",
  "species": ["C", "N", "C", "C", "C", "C", "N", "H", "H", "H", "H", "H", "H", "H", "H", "H", "H", "H"],
  "xyz": [[-2.89467, 0.78718, -0.10075], [-1.48461, 0.56731, 0.12954], [-1.06472, -0.79153, -0.03118], [0.33259, -1.26848, -0.00039], [1.61552, -0.78553, 0.04649], [2.12457, 0.52106, 0.00838], [3.40234, 0.78837, -0.05080], [-3.11892, 1.82981, 0.09201], [-3.12418, 0.57008, -1.14401], [-3.53679, 0.16931, 0.53598], [-1.17583, 0.97546, 1.00330], [-1.44421, -1.13580, -1.01059], [-1.59197, -1.45732, 0.68525], [0.31104, -2.35353, -0.05268], [2.37807, -1.55691, 0.05872], [1.44104, 1.36225, -0.00492], [3.74500, 1.73743, -0.11090], [4.08576, 0.04084, -0.05345]],
  "forces_ev_per_angstrom": [[-0.184, -0.127, -0.051], [1.522, 0.483, -0.043], [-0.797, -0.023, 0.129], [0.604, 0.403, -0.066], [-0.293, -0.953, 0.016], [-0.344, 0.657, -0.078], [-0.488, -0.191, 0.044], [-0.078, 0.105, -0.037], [-0.076, 0.039, 0.003], [-0.056, -0.043, 0.012], [-0.126, -0.171, 0.020], [0.110, -0.108, 0.110], [0.126, -0.129, -0.108], [0.055, -0.029, 0.055], [0.033, -0.058, -0.022], [0.034, 0.132, -0.007], [-0.052, -0.051, 0.032], [0.009, 0.066, -0.010]],
  "e_homo_ev": -12.6,
  "total_charge": 1,
  "relative_energy_kcal_mol": 28.9,
  "multiplicity": 1,
  "smiles": "CNC/C=C\\C=[NH2+]"
}

***

# 2
{
  "formula": "C5H11N2",
  "method": "the ωB97M-V functional and the def2-TZVPD basis",
  "species": ["C", "C", "C", "C", "C", "N", "N", "H", "H", "H", "H", "H", "H", "H", "H", "H", "H", "H"],
  "xyz": [[-0.18869, 0.48325, -0.18308], [0.87984, 0.82393, 0.72101], [1.44675, -0.71126, 0.58776], [0.15835, -0.88762, -0.19475], [-1.20426, 1.52682, -0.55077], [-0.63468, -1.29099, 1.05951], [-0.03540, -1.54929, -1.40458], [0.58810, 1.33524, 1.68680], [1.54828, 1.60570, 0.11187], [2.45806, -0.82168, 0.10122], [1.50387, -1.29400, 1.52967], [-1.16929, 1.50009, -1.68698], [-0.84847, 2.43848, -0.09383], [-2.23619, 1.23839, -0.39833], [-1.64768, -1.30968, 1.25331], [-0.09335, -2.56335, -1.09111], [-0.93768, -1.21664, -1.73686], [-0.10762, -1.35253, 1.83611]],
  "forces_ev_per_angstrom": [[-1.934, 3.202, 2.944], [3.104, 1.373, -0.105], [2.307, 1.755, 0.258], [-0.822, -2.766, 0.648], [1.261, -2.108, -2.176], [-3.746, 0.390, -3.837], [-0.174, -2.374, 1.159], [0.509, -0.678, -0.977], [-1.059, -1.439, 1.240], [-1.356, 0.395, 0.076], [0.234, 0.478, -0.801], [0.099, 0.725, 0.953], [-0.526, 0.380, -0.180], [-0.208, -0.030, 0.562], [0.706, 0.280, -0.925], [-0.076, 1.244, -1.448], [-0.004, -0.705, -0.428], [1.686, -0.122, 3.037]],
  "e_homo_ev": -14.5,
  "total_charge": 1,
  "relative_energy_kcal_mol": 95.5,
  "multiplicity": 1
}

***

# 3
{
  "formula": "C5H11N2O",
  "method": "the ωB97M-V functional and the def2-TZVPD basis",
  "species": ["C", "C", "C", "C", "C", "N", "N", "O", "H", "H", "H", "H", "H", "H", "H", "H", "H", "H", "H"],
  "xyz": [[-1.48684, 0.95195, 1.05853], [-0.13289, 0.45553, -1.12100], [0.36438, -0.27434, 0.11819], [0.34122, -1.78601, -0.13003], [1.76192, 0.24207, 0.47721], [-0.55276, 0.03845, 1.22835], [-1.55567, 1.52310, -0.08245], [-0.77967, -0.24335, -2.00067], [-2.14013, 1.18499, 1.89680], [0.43851, 1.32788, -1.43577], [0.66812, -2.31905, 0.75747], [0.99986, -2.05260, -0.95154], [-0.66124, -2.11082, -0.39128], [1.73949, 1.30960, 0.68317], [2.45792, 0.05804, -0.33664], [2.14073, -0.26346, 1.36048], [-0.41148, -0.43796, 2.10538], [-2.23446, 2.19353, -0.39356], [-0.95702, 0.20244, -2.84262]],
  "forces_ev_per_angstrom": [[-0.558, 0.513, 0.258], [-1.479, 1.760, 1.073], [0.109, -0.354, 0.221], [-0.048, 0.141, -0.091], [-0.144, 0.024, -0.195], [0.365, -0.465, 0.070], [1.943, -1.183, -1.472], [-0.057, -0.445, -0.241], [0.006, -0.067, -0.038], [-0.109, -0.158, -0.152], [0.066, 0.001, 0.125], [0.129, -0.006, -0.028], [-0.077, -0.065, 0.055], [-0.024, 0.121, 0.001], [0.094, -0.043, -0.092], [-0.023, -0.109, 0.082], [-0.125, 0.066, 0.001], [-0.245, 0.128, 0.314], [0.176, 0.144, 0.110]],
  "e_homo_ev": -14.1,
  "total_charge": 1,
  "relative_energy_kcal_mol": 35.1,
  "multiplicity": 1
}

***

# 4
{
  "formula": "C5H11N2O",
  "method": "the ωB97M-V functional and the def2-TZVPD basis",
  "species": ["O", "C", "C", "C", "C", "N", "C", "N", "H", "H", "H", "H", "H", "H", "H", "H", "H", "H", "H"],
  "xyz": [[-3.13292, -0.55308, -0.52724], [-3.14453, 0.63659, -0.63642], [-1.88212, 1.45169, -0.63218], [-0.60949, 0.84658, -0.74220], [-0.37837, -0.01782, -1.99010], [2.42946, -1.33945, 2.87413], [2.28770, -1.15525, 1.47680], [1.73403, -0.16571, 0.87945], [-4.09330, 1.19532, -0.67785], [0.29521, -0.84799, -1.80418], [-2.01945, 2.52777, -0.51922], [-0.63000, 0.17861, 0.16675], [0.16480, 1.56517, -0.49132], [-1.27740, -0.58183, -2.24802], [-0.16496, 0.58133, -2.87199], [2.72010, -2.29936, 3.03559], [3.16839, -0.68170, 2.40918], [2.57661, -2.00290, 0.85024], [1.95625, 0.66203, 1.44859]],
  "forces_ev_per_angstrom": [[0.457, -0.208, 0.071], [-1.148, 0.187, 0.057], [0.250, -0.396, -0.171], [0.138, 1.136, 0.635], [-0.985, -1.416, -0.545], [0.659, 1.993, -1.964], [-3.732, -2.640, -2.009], [1.958, 0.853, -0.026], [0.135, 0.086, -0.146], [0.726, 0.594, 0.124], [0.123, -0.007, 0.266], [-0.058, -0.367, -0.201], [0.279, -0.057, -0.500], [-0.261, 0.309, 0.122], [0.501, 0.125, 0.288], [0.924, 0.309, -0.040], [1.741, -0.382, 3.685], [-0.340, -0.270, 0.055], [-1.368, 0.152, 0.299]],
  "e_homo_ev": -12.9,
  "total_charge": 1,
  "relative_energy_kcal_mol": 173.8,
  "multiplicity": 1
}

***

# 5
{
  "formula": "C5H11N2O",
  "method": "the ωB97M-V functional and the def2-TZVPD basis",
  "species": ["C", "C", "C", "C", "O", "N", "C", "N", "H", "H", "H", "H", "H", "H", "H", "H", "H", "H", "H"],
  "xyz": [[1.17999, 0.02878, -1.04701], [0.20622, -0.43444, -0.01309], [0.69202, -0.18629, 1.36129], [-0.55946, -1.69580, -0.41088], [-1.95805, -1.54608, -0.08140], [-2.27577, -0.20836, 0.14100], [-1.30506, 0.69463, -0.03474], [-1.25128, 2.05449, 0.07485], [1.64680, -0.93087, -1.19998], [1.89738, 0.68004, -0.58088], [0.69410, 0.47219, -1.98793], [1.58255, -0.79773, 1.31990], [0.04195, -0.49498, 2.11306], [0.90970, 0.89930, 1.49495], [-0.42802, -1.95877, -1.45884], [-0.20226, -2.54057, 0.16804], [-3.31880, 0.03372, 0.15579], [-0.39455, 2.27975, -0.39008], [-2.16137, 2.50081, 0.12786]],
  "forces_ev_per_angstrom": [[-0.891, -0.028, -0.811], [-4.569, 3.552, -1.278], [1.141, 0.556, -0.949], [0.293, 0.476, 0.794], [-0.378, 0.024, 0.312], [-0.157, 3.295, -0.829], [1.138, -3.241, 1.002], [-1.064, -4.248, -0.013], [0.957, -0.051, -1.103], [0.348, 0.477, -0.221], [0.962, -0.926, 1.305], [0.751, 0.075, 1.002], [-1.052, -0.726, 1.336], [0.183, -0.964, -0.054], [-0.263, 0.382, -0.191], [-0.093, -0.213, 0.226], [1.957, -1.100, -0.005], [0.010, 1.716, -0.142], [0.727, 0.946, -0.379]],
  "e_homo_ev": -14.2,
  "total_charge": 1,
  "relative_energy_kcal_mol": 98.8,
  "multiplicity": 1,
  "smiles": "CC1(C)CONC1=[NH2+]"
}

***

# 6
{
  "formula": "C5H11N2O",
  "method": "the ωB97M-V functional and the def2-TZVPD basis",
  "species": ["C", "C", "C", "N", "H", "H", "H", "H", "H", "H", "O", "C", "C", "N", "H", "H", "H", "H", "H"],
  "xyz": [[-1.15750, 0.71757, -0.31837], [-1.49390, 0.50571, -1.60358], [-0.31862, 2.48066, 1.17504], [-0.58461, 1.98455, 0.02166], [-1.28364, 0.02797, 0.49486], [-1.29379, 1.28532, -2.35231], [-1.99395, -0.41889, -1.92555], [0.05580, 3.53137, 1.20649], [-0.46861, 1.89370, 2.07815], [-0.34531, 2.57486, -0.77032], [1.33286, 0.37013, 1.36225], [1.64196, -0.61469, 0.70384], [0.78947, -1.86254, 0.57664], [0.85225, -2.34498, -0.82178], [2.63045, -0.64913, 0.15665], [1.22188, -2.60570, 1.23677], [-0.21676, -1.67525, 0.98022], [0.53510, -3.32137, -0.82684], [0.09691, -1.87928, -1.37381]],
  "forces_ev_per_angstrom": [[-0.195, 0.173, -1.317], [0.186, 0.207, 0.859], [0.101, 0.397, -0.270], [0.119, 0.415, 0.282], [-0.108, 0.040, 0.187], [-0.188, -0.478, 0.233], [0.364, 0.542, 0.220], [-0.211, -1.113, 0.070], [-0.052, 0.137, -0.203], [-0.201, -0.029, -0.131], [0.164, -1.052, -0.729], [0.432, 0.575, 0.428], [-0.071, 0.387, -0.566], [-1.573, -0.023, 0.096], [-0.761, -0.007, 0.344], [0.309, -0.228, 0.096], [0.180, 0.011, -0.112], [0.481, 0.310, -0.032], [1.026, -0.264, 0.547]],
  "e_homo_ev": -13.4,
  "total_charge": 1,
  "relative_energy_kcal_mol": 73.9,
  "multiplicity": 1
}